# 1
Below is C45H62Ge2N5O5S3Ti as an isolated structure, with properties calculated with the ωB97M-V functional and the def2-TZVPD basis.

XYZ file:
```
123
Properties=species:S:1:pos:R:3:mulliken_charge:R:1
Ge 1.4150 -0.5882 -1.9740 1.88
Ge 1.5891 -2.0080 1.6586 0.93
Ti -0.0174 0.4418 -0.1224 -0.87
S 3.5986 8.6442 0.4329 1.18
S -1.5572 2.4402 -2.3778 0.33
S -2.6238 -2.3437 -0.9265 0.54
O 3.4291 8.6476 -1.0093 -0.67
O 0.3164 -0.9689 0.7920 0.08
O 2.3871 8.3934 1.1879 -0.67
O -1.1290 1.7247 -1.0703 0.03
O 4.4914 9.6333 0.9758 -0.65
N -2.9721 1.1798 1.6706 -0.49
N 5.8259 7.0158 0.5313 -0.46
N 1.2813 1.7823 0.5604 1.05
N 3.7176 6.0027 0.6790 -0.26
N -1.7338 0.4746 1.5438 0.41
C 6.3842 5.8196 0.5342 -0.38
C 5.2008 -4.6971 1.9193 -1.21
C 2.6029 -1.9062 -1.0871 -1.00
C 3.5979 2.3463 0.6805 -1.18
C 4.4929 7.0700 0.5983 -0.03
C -1.7022 -4.9177 -0.9258 -0.24
C -4.1153 -1.9955 -1.9291 -1.02
C -4.9912 5.1906 -1.4026 -0.63
C 4.2794 -3.6946 1.6581 0.28
C -3.9883 -4.6443 -0.2230 -0.32
C -2.7931 -4.0947 -0.6798 0.11
C -2.4189 1.1473 -3.2847 -0.81
C 5.5633 -5.5782 0.9135 -0.47
C 2.0269 2.1507 -2.9722 -0.86
C 1.3010 -4.6191 3.0125 -1.45
C 0.0856 -2.6410 -3.7825 -0.34
C 4.9913 -5.4536 -0.3457 -0.86
C 4.2827 4.8041 0.6681 0.37
C 3.6110 -0.4212 3.3508 -1.00
C 2.7322 -2.4501 0.1300 0.38
C 1.9287 4.0717 0.7020 -1.02
C 4.0763 -4.4467 -0.6021 -0.48
C 2.6798 0.8235 -2.5973 -0.86
C -4.2157 5.3894 -2.5362 -0.71
C 3.2854 3.7057 0.6920 1.16
C 5.6531 4.6326 0.5928 -0.62
C -4.0897 -6.0127 -0.0321 -0.81
C 1.0295 -1.4481 -3.7087 -0.94
C -2.9991 -6.8366 -0.2756 -0.56
C -4.7226 4.1371 -0.5391 -0.66
C -3.1598 4.5342 -2.8081 -0.69
C -1.8074 -6.2867 -0.7194 -0.83
C 0.9710 3.1042 0.6270 -0.95
C 2.1528 -0.8300 3.1375 -0.84
C 2.5797 1.4236 0.6255 -1.60
C -5.0341 1.5741 2.8123 -1.85
C 0.5207 -3.4462 2.4174 -0.53
C -3.9805 0.5079 2.5332 1.61
C -4.5980 -0.6442 1.7487 -1.63
C 3.7172 -3.5367 0.3944 0.45
C -3.3822 0.0056 3.8489 -1.84
C -2.9223 3.4753 -1.9396 0.63
C -3.7818 -0.9707 -3.0004 -1.06
C -3.6793 3.2601 -0.7993 0.14
C -3.3643 0.3660 -2.3900 0.61
H 1.3068 2.0266 -3.7863 0.27
H -2.5272 4.7008 -3.6716 0.50
H -4.8397 -4.0086 -0.0183 0.41
H -2.7516 2.0818 2.0844 0.39
H -4.6207 2.3982 3.3979 0.45
H 2.7976 0.3627 0.5821 1.05
H 4.0020 -3.0227 2.4614 0.10
H -5.0265 -0.2789 0.8140 0.24
H 0.6167 -5.3517 3.4401 0.43
H -3.0810 -7.9035 -0.1210 0.41
H 1.4972 2.6023 -2.1273 -0.09
H -4.9291 -1.6478 -1.2905 0.30
H 0.2973 -3.2537 -4.6597 0.42
H -0.1756 -3.7939 1.6537 0.33
H -4.4144 6.2229 -3.1949 0.43
H 6.1420 3.6699 0.5724 0.43
H -0.0826 3.3500 0.5981 0.54
H 4.6210 1.9986 0.6991 0.45
H -0.9559 -6.9232 -0.9182 0.46
H 1.9052 -5.1243 2.2607 0.31
H -0.9544 -2.3317 -3.8483 -0.20
H -4.6479 -0.8223 -3.6493 0.48
H -2.9817 -1.3744 -3.6202 0.27
H -1.2436 0.3934 2.4396 0.23
H -3.4583 2.4412 -0.1252 0.20
H 6.2776 -6.3656 1.1112 0.42
H 3.9356 0.3316 2.6339 0.10
H 7.4673 5.7930 0.4783 0.42
H 3.3155 -2.2821 -1.8274 0.51
H -2.8244 0.7965 4.3577 0.40
H 1.9727 -4.2976 3.8101 0.31
H 5.6324 -4.7897 2.9068 0.44
H 3.7377 0.0091 4.3442 0.46
H -1.9793 -0.4939 1.3202 -0.10
H -3.8724 -1.4254 1.5095 0.26
H 5.2533 -6.1512 -1.1297 0.42
H -1.6464 0.5194 -3.7349 0.26
H -2.9219 1.7059 -4.0783 0.74
H -5.8017 5.8716 -1.1834 0.42
H -0.7748 -4.4913 -1.2894 0.27
H 3.1665 0.3879 -3.4741 0.70
H -5.4309 1.9738 1.8783 0.29
H 1.5280 0.0643 3.0417 0.31
H 3.4638 0.9812 -1.8560 0.46
H 4.3044 -1.2556 3.2763 0.32
H -4.1770 -0.3157 4.5207 0.51
H 1.6780 5.1244 0.7450 0.77
H -2.8638 0.1924 -1.4316 -0.69
H 0.1705 -3.2839 -2.9057 -0.03
H -5.3896 -1.1119 2.3337 0.50
H -0.0788 -2.9615 3.1949 0.43
H -5.3274 3.9996 0.3467 0.43
H -5.0224 -6.4354 0.3160 0.41
H -2.7233 -0.8529 3.7030 0.27
H 0.7344 -0.6551 -4.4014 0.58
H -4.4105 -2.9379 -2.3858 0.66
H -5.8622 1.1477 3.3764 0.46
H 3.6185 -4.3808 -1.5802 0.49
H -4.2502 0.9618 -2.1647 0.34
H 1.7883 -1.3611 4.0213 0.73
H 2.7614 2.8835 -3.3089 0.43
H 2.0367 -1.7459 -4.0153 0.64
```

The value obtained for the energy above the lowest of the compared OMol25 structures with the same formula, charge and spin is 12.2 kcal per mole. As for the charge: +1. For the HOMO-LUMO gap, the calculation gives 4.56 eV. For the total energy, the calculation gives -8599.546568 Eh. The spin multiplicity is 1. The calculation puts the LUMO energy at -0.158 hartree.


# 2
Below is C45H63BCoN8S3 as an isolated structure at a distorted geometry, with properties calculated with the ωB97M-V functional and the def2-TZVPD basis.

XYZ file:
```
121
Properties=species:S:1:pos:R:3:mulliken_charge:R:1
Co 1.3243 -1.5442 0.0334 -0.36
S 1.6093 -1.2066 2.2616 -0.48
S 1.7103 -1.1776 -2.1961 -0.43
S 3.7747 -1.4759 0.0622 -0.53
N 2.9290 2.3563 -0.2396 -0.78
N 0.2772 2.3878 1.4959 -0.09
N 1.0501 -3.5339 -0.0028 0.20
N 2.8458 1.0234 -0.1035 0.37
N 0.5447 0.9965 -1.2645 0.61
N -0.7775 -1.6427 0.0701 0.47
N 0.7482 1.1346 1.3800 0.45
N -0.2362 2.0730 -1.2957 -0.28
C 0.8143 0.2896 2.4263 0.76
C 2.0352 -4.4332 -0.0035 -0.83
C -0.6686 -8.0660 1.2665 -1.54
C 0.1071 -0.4811 -4.6909 -1.97
C -0.5110 -5.3240 -0.0106 -0.37
C -0.6316 4.2317 2.8443 2.21
C -3.5421 -2.1383 -0.0056 0.84
C -1.2452 -2.9076 -0.0017 -0.33
C 0.3038 -0.2874 4.8301 -1.93
C 4.0924 2.9268 -0.3597 0.20
C -0.8837 4.8044 -1.9988 -1.11
C -0.6489 -8.0896 -1.2514 -1.55
C -5.0284 -2.4458 -0.0546 1.83
C 4.1557 4.4344 -0.5190 2.19
C -0.0220 0.4427 -3.5263 0.30
C 5.2784 2.1456 -0.3455 -0.75
C -2.8615 3.3811 -1.2629 -1.49
C -0.4606 5.0632 1.5807 -1.26
C -5.3294 -3.2670 -1.3178 -1.58
C 2.7517 5.0372 -0.4885 -2.02
C 0.5045 -6.2822 -0.0014 0.54
C 4.9948 5.0161 0.6292 -1.70
C 0.2333 4.8411 3.9631 -1.77
C 6.4231 -0.0791 -0.1997 -1.90
C -0.2580 1.9165 3.7610 -0.85
C -2.4758 3.8819 -3.6720 -2.39
C 3.9132 0.2099 -0.0869 0.94
C -1.6646 -0.6510 0.1311 -1.19
C -1.7817 3.6031 -2.3365 2.51
C 0.6838 0.1778 -2.3267 0.78
C 4.8333 4.7571 -1.8599 -1.74
C -0.2190 -3.9735 -0.0123 0.11
C -0.9111 2.3597 -2.3810 -0.34
C -2.6031 -3.1687 -0.0486 -0.92
C 0.2731 0.6684 3.6845 0.22
C 0.1653 -7.7608 0.0111 1.86
C 1.4188 -8.6388 0.0306 -2.16
C -0.1913 2.7924 2.6476 0.46
C 1.8087 -5.7966 -0.0034 -0.66
C 5.2115 0.7929 -0.2109 0.36
C -3.0314 -0.8476 0.1003 -0.97
C -5.8754 -1.1710 -0.0835 -2.07
C -2.1093 4.2604 3.2692 -1.69
C -5.3918 -3.2521 1.2038 -1.51
C -0.8405 1.5340 -3.5245 -0.63
B 1.3583 0.6235 0.0238 1.41
H -2.2737 3.7688 4.2291 0.37
H 2.6609 -6.4592 -0.0033 0.58
H 5.8507 4.3657 -1.9032 0.36
H 5.0436 6.1000 0.5272 0.47
H -0.1898 -1.2225 4.5600 0.38
H -2.4165 3.0814 -0.3137 0.10
H -0.5266 -0.1626 -5.5153 0.40
H -3.6713 0.0201 0.1552 0.67
H 6.4747 -0.6552 0.7265 0.41
H -1.4388 1.7577 -4.3960 0.63
H -3.5543 2.5983 -1.5831 0.43
H -4.8100 -4.2259 -1.3197 0.33
H -0.0896 -7.8292 -2.1516 0.39
H -6.4613 -3.4630 1.2056 0.44
H 0.0994 4.3249 4.9145 0.38
H 4.8882 5.8382 -1.9859 0.48
H -4.8575 -4.2022 1.2473 0.34
H -0.1669 -1.4966 -4.3993 0.39
H 2.0352 -8.4794 -0.8558 0.42
H -5.7494 -0.5870 0.8300 0.39
H -6.3992 -3.4665 -1.3755 0.47
H 6.3842 -0.7968 -1.0220 0.41
H -0.1193 -7.7981 2.1707 0.38
H -3.4346 4.2975 -1.1175 0.42
H -0.1829 0.1345 5.7063 0.42
H -1.4966 5.6783 -1.7750 0.46
H 4.5514 4.7828 1.5992 0.32
H -0.8568 -9.1591 -1.2783 0.46
H -1.7586 3.9919 -4.4873 0.50
H -1.6197 -7.5314 1.2687 0.32
H -3.0215 4.8214 -3.5882 0.42
H -0.6931 6.1059 1.7975 0.61
H 1.3355 -0.5358 5.0877 0.41
H -6.9279 -1.4403 -0.1603 0.46
H -5.0356 -2.7165 -2.2135 0.38
H -0.8839 -9.1338 1.3037 0.45
H -5.1537 -2.6837 2.1046 0.37
H -0.0535 5.8824 4.1098 0.49
H 0.5608 5.0067 1.2065 0.06
H -3.1991 3.1055 -3.9291 0.45
H -2.9442 -4.1910 -0.1214 0.56
H -1.5414 -5.6493 -0.0119 0.46
H 2.8095 6.1206 -0.5944 0.56
H 2.1414 4.6359 -1.2979 0.25
H -5.6278 -0.5457 -0.9436 0.42
H -2.7466 3.7840 2.5212 0.27
H -1.2803 0.3578 0.2071 0.20
H -0.2502 5.0486 -2.8543 0.40
H 7.3279 0.5158 -0.2954 0.39
H 1.1198 -9.6861 0.0395 0.44
H 2.0198 -8.4592 0.9237 0.42
H -0.2435 4.5883 -1.1479 -0.20
H 1.2917 4.8126 3.6975 0.32
H 1.1416 -0.5198 -5.0377 0.39
H 6.0172 4.6359 0.6168 0.39
H 3.0487 -4.0568 -0.0026 0.44
H -2.4272 5.2976 3.3753 0.49
H 4.2679 4.3424 -2.6966 0.37
H 2.2598 4.7992 0.4545 -0.06
H 6.2429 2.6246 -0.4459 0.43
H -1.6034 -7.5614 -1.2722 0.32
H -1.1338 4.7178 0.8032 0.18
H -0.7069 2.2504 4.6864 0.47
```

As for the charge: +2. For the HOMO-LUMO gap (spin up / spin down), the calculation gives 6.52 / 7.54 eV. For the total energy, the calculation gives -4792.455780 Eh. The spin multiplicity is 2. The calculation puts the LUMO energy (spin up / spin down) at -0.242 / -0.210 hartree.


# 3
Below is C45H65BBrN11O4Sn as an isolated structure at a distorted geometry, with properties calculated with the ωB97M-V functional and the def2-TZVPD basis.

XYZ file:
```
128
Properties=species:S:1:pos:R:3:mulliken_charge:R:1
Sn 0.8284 0.4692 0.0780 4.90
Br -7.9683 10.8487 -3.2311 -0.21
O -1.1944 -0.9286 -2.4062 -0.73
O 3.2935 1.4905 -0.0966 -0.56
O 1.3115 3.6368 -0.0170 -0.74
O 0.1537 1.8949 -2.0375 -0.68
N -1.4250 2.6054 0.0776 0.49
N -0.2320 1.4755 4.7538 0.07
N 2.3685 -0.9103 1.4993 0.85
N 2.4089 -2.2546 1.4201 0.29
N 0.0065 -2.8580 0.8450 0.86
N 1.9881 -1.3557 -1.4522 -0.16
N -3.9140 6.3798 -3.7357 -0.81
N -0.5304 -1.6448 0.6078 1.10
N -3.8028 5.6319 -2.6947 0.43
N 1.7074 -2.6252 -1.0515 0.42
N 0.3005 1.3783 2.6296 1.45
C -3.3494 3.7366 0.9210 -1.43
C -0.9376 3.4252 -3.4499 -1.07
C 2.1798 -2.6984 -3.2072 -1.05
C -3.3551 -0.1577 2.0079 -1.59
C 2.2915 -1.3856 -2.7557 -0.62
C 1.4054 0.1273 -4.5261 -1.25
C 3.5318 0.9136 2.7835 2.18
C -4.9372 8.3550 -4.5787 -0.20
C -6.7384 8.3921 -2.4551 -0.78
C 3.9939 -5.1635 1.6572 -1.61
C -2.2362 2.9053 1.0645 -0.55
C -0.0855 0.6866 3.6673 -1.79
C 1.7937 -3.4562 -2.1185 0.47
C -0.0540 -5.1332 -1.9707 -1.76
C -2.7481 -0.5376 0.6562 2.89
C -5.8502 9.3843 -4.4734 -0.51
C 0.1001 -6.1195 1.4712 -1.45
C -2.1723 -3.0075 1.1857 -0.90
C 3.3467 -2.7202 2.2758 0.41
C 3.3366 1.0932 4.2910 -1.68
C -0.7564 2.7688 -2.2123 -0.59
C -0.9770 -3.7158 1.2097 -0.44
C -1.0316 -5.1337 1.7314 0.38
C -1.9283 4.3544 -3.6482 -0.59
C -1.2974 -5.0640 3.2436 -1.68
C 3.7076 -4.1081 2.7257 0.15
C -1.8431 -1.7119 0.8101 -1.29
C 0.0926 2.7475 4.3684 -1.13
C -5.8278 7.3675 -2.5648 0.06
C 2.3450 -5.9222 -1.6448 -1.37
C 3.2816 0.9666 -3.1342 -1.28
C -4.8965 7.3433 -3.6138 -0.01
C 1.4205 -4.9009 -2.3094 0.18
C -2.7103 4.0523 -1.3649 1.25
C 3.2740 -0.5072 2.3879 -1.00
C -3.8398 -0.8143 -0.3745 -1.86
C 0.4211 2.6667 3.0491 -0.67
C -1.6518 3.1460 -1.1340 0.07
C 3.9177 -1.6258 2.9048 -0.95
C -6.7314 9.4024 -3.4039 0.18
C -3.5848 4.3174 -0.2971 -0.47
C -2.8374 4.6926 -2.6352 -0.12
C 2.6453 -0.2833 -3.7217 0.76
C 4.9536 1.3511 2.4197 -1.73
C 2.6468 -4.5789 3.7268 -1.65
B 1.4950 -3.0488 0.4516 -0.18
H 1.2960 3.6729 -0.9756 0.40
H -3.1467 -3.3971 1.4065 0.74
H 3.4992 1.6678 -3.9375 0.57
H -5.8739 10.1760 -5.2073 0.39
H 5.6879 0.7598 2.9621 0.35
H 3.0921 -5.6649 1.3259 0.23
H 1.6560 -4.4631 3.3000 0.21
H 4.4851 -4.7205 0.7953 0.27
H 3.7294 0.9328 -0.7448 0.15
H -4.4240 4.9739 -0.4636 0.35
H -0.2629 3.1723 -4.2565 0.50
H -0.4590 -4.6071 3.7616 0.32
H -3.9980 3.9135 1.7638 0.51
H 2.8075 -5.6205 3.9932 0.40
H -0.2900 -6.1925 -2.0554 0.42
H -2.1327 0.2948 0.2974 -1.74
H 5.0882 2.3984 2.6828 0.45
H 4.0841 0.5244 4.8403 0.40
H -3.9739 0.7308 1.9036 0.42
H 3.3813 -5.7377 -1.9213 0.38
H -7.4442 8.4215 -1.6387 0.40
H -1.9326 -5.5569 1.2661 0.61
H 1.0167 -5.8107 1.9582 0.12
H -2.5624 0.0501 2.7241 0.30
H 2.5737 1.4346 -2.4559 -0.22
H -0.1861 -7.0866 1.8830 0.59
H 0.4054 3.3983 0.2202 0.10
H 0.7514 0.7265 -3.8996 -0.07
H 4.6507 -5.9230 2.0771 0.50
H 5.1342 1.2354 1.3564 0.30
H -1.4420 -6.0647 3.6434 0.45
H 0.0617 3.5751 5.0448 0.51
H 2.6894 -3.9803 4.6334 0.39
H -0.6727 -0.1287 -2.5377 0.30
H 2.8218 1.5432 2.2450 -0.81
H 1.7006 0.7263 -5.3859 0.50
H 4.2240 0.7332 -2.6416 0.31
H 0.8589 -0.7409 -4.8842 0.39
H -2.0051 2.4626 2.0219 0.21
H 0.2797 -6.2525 0.4110 0.06
H -0.5104 1.1904 5.6802 0.23
H 2.2615 -5.8976 -0.5662 -0.03
H -0.5978 -1.5716 -2.0141 0.09
H 2.3596 -3.0600 -4.2006 0.56
H 1.7702 -4.1819 0.5320 -0.73
H 3.3622 -0.7350 -4.4198 0.55
H 2.0797 -6.9222 -1.9848 0.46
H -0.6892 -4.5851 -2.6635 0.34
H -0.2466 -0.3727 3.6662 0.50
H 2.3547 0.7445 4.5984 0.33
H -4.2347 8.3208 -5.3973 0.44
H -0.2818 -4.7930 -0.9676 0.33
H -3.3821 -1.0212 -1.3372 0.42
H -5.8163 6.5657 -1.8448 0.37
H 0.7456 3.4326 2.3762 0.44
H -3.9746 -0.9631 2.3986 0.36
H 3.4400 2.1444 4.5555 0.42
H 4.6441 -3.9708 3.2800 0.52
H 3.3628 2.4100 -0.3624 0.27
H 1.5287 -5.0663 -3.3889 0.57
H 4.6986 -1.6453 3.6378 0.56
H -4.4436 -1.6695 -0.0774 0.32
H -2.1851 -4.4758 3.4555 0.41
H -4.4874 0.0552 -0.4727 0.46
H -2.0296 4.8557 -4.5990 0.49
```

As for the charge: 0. For the HOMO-LUMO gap, the calculation gives 6.49 eV. For the total energy, the calculation gives -5470.325123 Eh. The spin multiplicity is 1. The calculation puts the LUMO energy at -0.009 hartree.